This record from the OMol25 dataset describes a molecular structure, C8H3AsF15N2O4PdS3. The level of theory is ωB97M-V with the def2-TZVPD basis set.

Each line ends with the Mulliken spin population.
Geometry (Å):
Pd (0.319, 0.808, -0.031)  0.77
F (-4.870, 1.765, 1.095)  0.00
C (-4.803, 1.573, -0.236)  0.01
F (-4.644, 2.786, -0.795)  0.00
F (-6.046, 1.159, -0.607)  0.00
C (-3.755, 0.583, -0.637)  -0.05
C (-4.125, -0.582, -1.287)  0.00
C (-3.166, -1.511, -1.652)  0.01
C (-1.845, -1.232, -1.345)  0.00
N (-1.482, -0.123, -0.720)  0.08
C (-2.393, 0.816, -0.359)  0.03
S (-1.690, 2.190, 0.404)  0.16
H (-5.167, -0.757, -1.516)  0.00
H (-3.421, -2.412, -2.190)  0.00
H (-1.045, -1.902, -1.628)  0.00
F (1.988, -1.424, 5.716)  0.00
C (2.660, -1.332, 4.558)  0.00
F (3.812, -0.698, 4.806)  0.00
F (2.949, -2.571, 4.154)  0.00
S (1.630, -0.419, 3.326)  0.00
O (1.487, 0.885, 3.897)  0.00
O (0.492, -1.267, 3.163)  0.00
N (2.583, -0.522, 2.068)  0.00
S (3.271, 0.636, 1.267)  -0.01
O (4.128, 0.074, 0.273)  0.00
O (2.356, 1.705, 0.899)  0.01
C (4.484, 1.521, 2.364)  0.00
F (5.123, 2.426, 1.609)  0.00
F (5.398, 0.665, 2.841)  0.00
F (3.936, 2.155, 3.392)  0.00
F (0.483, -1.658, -3.238)  0.00
As (0.266, -0.706, -4.689)  0.00
F (1.135, 0.607, -3.963)  0.00
F (-1.222, -0.069, -4.051)  0.00
F (0.049, 0.214, -6.154)  0.00
F (-0.622, -2.027, -5.409)  0.00
F (1.749, -1.361, -5.324)  0.00

* calculated total energy: -157108.47940 eV
* relative energy (zero: lowest compared OMol25 entry of this formula, charge and spin): 9.7 kcal/mol
* multiplicity: 2
* LUMO level (alpha / beta): 4.63 / 4.63 eV
* net charge: -2

=====

This record from the OMol25 dataset describes 4 unconnected molecules or ions with the total composition C19H13Cl3O12 in a non-equilibrium geometry. The level of theory is ωB97M-V with the def2-TZVPD basis set.

Each line ends with the natural charge from an NBO analysis.
Geometry (Å):
O (1.373, -6.662, 1.732)  -0.57
C (0.890, -5.627, 1.187)  0.46
C (0.851, -4.357, 1.810)  -0.40
C (0.182, -3.372, 1.146)  0.37
O (-0.115, -2.228, 1.620)  -0.61
C (-0.266, -3.644, -0.226)  0.45
O (-0.827, -2.677, -0.754)  -0.57
C (-0.245, -4.892, -0.886)  -0.41
C (0.324, -5.899, -0.205)  0.37
O (0.471, -7.170, -0.475)  -0.63
H (1.233, -4.159, 2.778)  0.24
H (-0.682, -1.672, 1.038)  0.53
H (-0.605, -5.036, -1.888)  0.25
H (0.978, -7.543, 0.345)  0.52
O (0.234, 6.051, 4.542)  -0.53
C (-0.082, 4.909, 4.563)  0.48
C (0.434, 3.928, 5.487)  -0.40
C (0.038, 2.644, 5.328)  0.33
O (0.494, 1.595, 6.005)  -0.63
C (-1.007, 2.264, 4.251)  0.49
O (-1.144, 1.068, 4.203)  -0.55
C (-1.591, 3.238, 3.327)  -0.38
C (-1.089, 4.462, 3.514)  0.32
O (-1.446, 5.473, 2.672)  -0.66
H (1.284, 4.133, 6.177)  0.25
H (0.068, 0.843, 5.456)  0.51
H (-2.395, 2.943, 2.662)  0.26
H (-0.982, 6.271, 3.034)  0.51
O (1.152, 2.245, -4.367)  -0.55
C (0.696, 1.154, -4.711)  0.47
C (0.309, 0.700, -6.017)  -0.42
C (0.115, -0.624, -6.200)  0.35
O (-0.051, -1.191, -7.375)  -0.61
C (0.132, -1.579, -4.991)  0.49
O (-0.079, -2.741, -5.358)  -0.56
C (0.117, -1.057, -3.698)  -0.42
C (0.445, 0.202, -3.559)  0.36
O (0.614, 0.738, -2.325)  -0.63
H (0.479, 1.350, -6.841)  0.24
H (-0.154, -2.148, -7.030)  0.51
H (-0.018, -1.752, -2.875)  0.27
H (0.852, 1.658, -2.480)  0.51
Cl (-1.850, 3.207, -0.554)  0.05
C (-0.269, 3.711, -0.041)  -0.29
Cl (0.635, 4.129, -1.447)  0.03
Cl (0.732, 2.523, 0.884)  -0.02
H (-0.234, 4.593, 0.547)  0.23

* calculated total energy: -82048.14185 eV
* relative energy (zero: lowest compared OMol25 entry of this formula, charge and spin): 0.0 kcal/mol
* multiplicity: 1
* LUMO level: -1.56 eV

=====

This record from the OMol25 dataset describes a molecular structure, C41H50IInN7OS. The level of theory is ωB97M-V with the def2-TZVPD basis set.

Each line ends with the Mulliken charge.
Geometry (Å):
In (0.547, 0.936, -0.003)  0.68
C (-3.838, -3.662, -0.566)  -1.54
C (-3.301, -2.311, -1.058)  1.40
C (-3.402, -2.251, -2.588)  -1.61
C (-4.038, -1.137, -0.422)  1.12
C (-5.361, -0.922, -0.793)  -0.42
C (-6.088, 0.137, -0.281)  -1.57
C (-5.483, 1.001, 0.616)  -1.06
C (-4.161, 0.838, 1.030)  0.69
C (-3.638, 1.873, 2.031)  0.34
C (-2.964, 1.321, 3.293)  -1.27
C (-2.747, 2.927, 1.362)  -1.32
C (-3.440, -0.254, 0.507)  -0.59
N (-2.078, -0.486, 0.875)  0.89
C (-1.832, -1.303, 1.815)  -0.45
C (-0.412, -1.645, 2.248)  -0.67
N (0.622, -1.228, 1.638)  0.91
C (1.916, -1.344, 2.228)  -0.41
C (2.770, -2.338, 1.736)  0.21
C (4.065, -2.404, 2.228)  -0.47
C (4.506, -1.507, 3.190)  -1.77
C (3.651, -0.528, 3.665)  -0.34
C (2.342, -0.414, 3.201)  0.86
C (1.471, 0.707, 3.753)  1.95
C (1.167, 0.501, 5.241)  -1.61
C (2.111, 2.083, 3.521)  -1.58
C (2.258, -3.307, 0.681)  1.00
C (2.802, -4.725, 0.860)  -1.89
C (2.584, -2.770, -0.721)  -0.70
C (-0.529, -2.508, 3.441)  1.11
C (0.382, -3.158, 4.236)  0.10
C (-0.104, -3.965, 5.293)  -1.27
C (-1.445, -4.108, 5.551)  -0.82
C (-2.408, -3.457, 4.740)  0.81
C (-3.817, -3.505, 4.873)  -0.97
C (-4.621, -2.820, 3.997)  -1.08
C (-4.099, -2.056, 2.926)  0.73
C (-2.737, -1.995, 2.765)  0.54
C (-1.912, -2.683, 3.687)  -1.52
H (-3.329, -4.484, -1.077)  0.44
H (-4.909, -3.745, -0.773)  0.32
H (-3.690, -3.785, 0.505)  0.33
H (-2.248, -2.255, -0.788)  -0.52
H (-4.413, -2.499, -2.925)  0.41
H (-2.723, -2.975, -3.044)  0.36
H (-3.169, -1.250, -2.965)  0.34
H (-5.835, -1.599, -1.498)  0.35
H (-7.120, 0.292, -0.578)  0.38
H (-6.052, 1.832, 1.021)  0.43
H (-4.530, 2.396, 2.374)  0.70
H (-1.962, 0.942, 3.089)  -0.03
H (-3.556, 0.524, 3.747)  0.31
H (-2.868, 2.125, 4.029)  0.60
H (-1.744, 2.540, 1.187)  -0.02
H (-2.655, 3.804, 2.007)  0.46
H (-3.167, 3.245, 0.406)  0.33
H (4.741, -3.173, 1.868)  0.37
H (5.521, -1.572, 3.566)  0.41
H (4.007, 0.173, 4.414)  0.37
H (0.520, 0.713, 3.227)  -1.03
H (2.090, 0.491, 5.828)  0.36
H (0.647, -0.443, 5.414)  0.31
H (0.535, 1.312, 5.615)  0.45
H (2.997, 2.220, 4.147)  0.33
H (1.398, 2.873, 3.767)  0.41
H (2.410, 2.210, 2.480)  0.38
H (1.173, -3.350, 0.776)  0.14
H (3.859, -4.778, 0.590)  0.36
H (2.262, -5.423, 0.216)  0.45
H (2.695, -5.066, 1.893)  0.41
H (3.667, -2.706, -0.858)  0.42
H (2.175, -1.764, -0.860)  -0.59
H (2.178, -3.434, -1.493)  0.47
H (1.449, -3.053, 4.079)  0.57
H (0.614, -4.478, 5.923)  0.44
H (-1.772, -4.726, 6.381)  0.45
H (-4.263, -4.084, 5.676)  0.43
H (-5.697, -2.868, 4.118)  0.48
H (-4.778, -1.544, 2.254)  0.40
C (0.294, -2.842, -4.696)  -1.13
C (1.397, -1.930, -4.310)  0.96
N (2.538, -1.833, -4.891)  -0.84
N (3.195, -0.860, -4.180)  0.21
C (2.499, -0.328, -3.171)  0.25
S (2.953, 0.878, -2.116)  -0.37
N (1.323, -1.026, -3.252)  0.38
N (0.290, -0.855, -2.349)  -0.11
H (0.595, -3.407, -5.575)  0.39
H (-0.611, -2.279, -4.931)  0.26
H (0.065, -3.539, -3.889)  0.26
H (4.134, -0.607, -4.430)  0.16
H (-0.566, -0.619, -2.826)  0.05
H (0.157, -1.695, -1.797)  0.00
N (0.181, 5.699, -0.973)  -0.37
C (0.659, 4.443, -1.101)  0.55
O (0.898, 3.728, -0.131)  -0.51
C (0.863, 3.951, -2.517)  -0.55
I (-0.848, 2.790, -3.079)  0.09
H (0.041, 6.064, -0.045)  0.26
H (0.011, 6.298, -1.757)  0.18
H (1.703, 3.270, -2.563)  -0.05
H (0.954, 4.747, -3.248)  0.50

* calculated total energy: -79913.76299 eV
* relative energy (zero: lowest compared OMol25 entry of this formula, charge and spin): 0.0 kcal/mol
* multiplicity: 1
* LUMO level: -2.96 eV
* net charge: +1